{"formula": "C18H48BF4O18P4", "method": "ωB97M-V with the def2-TZVPD basis set", "species": ["B", "F", "F", "F", "F", "C", "C", "O", "C", "H", "H", "H", "H", "H", "H", "C", "C", "O", "C", "H", "H", "H", "H", "H", "H", "C", "O", "P", "O", "O", "C", "O", "C", "H", "H", "H", "H", "H", "H", "H", "H", "H", "C", "O", "P", "O", "O", "C", "O", "C", "H", "H", "H", "H", "H", "H", "H", "H", "H", "C", "O", "P", "O", "O", "C", "O", "C", "H", "H", "H", "H", "H", "H", "H", "H", "H", "C", "O", "P", "O", "O", "C", "O", "C", "H", "H", "H", "H", "H", "H", "H", "H", "H"], "positions_angstrom": [[33.137, 12.893, 67.111], [32.057, 12.441, 66.347], [33.173, 14.305, 66.998], [33.162, 12.600, 68.390], [34.268, 12.426, 66.421], [34.886, 9.738, 62.816], [33.513, 9.402, 63.438], [33.180, 8.297, 63.865], [32.596, 10.659, 63.652], [35.414, 8.838, 62.787], [35.547, 10.159, 63.341], [34.842, 10.086, 61.809], [31.454, 10.477, 64.000], [32.233, 11.054, 62.829], [32.829, 11.376, 64.275], [32.730, 8.870, 67.083], [31.228, 9.275, 67.251], [30.359, 8.866, 66.360], [30.767, 10.111, 68.465], [33.178, 8.268, 67.824], [33.268, 9.666, 66.817], [32.735, 8.205, 66.320], [31.672, 10.304, 69.170], [30.069, 9.506, 69.146], [30.426, 11.064, 67.863], [29.843, 16.307, 70.127], [28.627, 16.203, 69.393], [28.332, 16.785, 67.912], [29.003, 18.139, 67.888], [28.973, 15.953, 66.774], [30.154, 15.269, 67.040], [26.750, 16.946, 67.528], [26.256, 18.196, 66.990], [29.734, 17.358, 70.872], [30.823, 16.584, 69.820], [30.010, 15.297, 70.819], [30.342, 14.615, 66.211], [29.978, 14.508, 67.911], [31.108, 15.905, 66.899], [26.662, 18.384, 66.102], [26.341, 19.021, 67.649], [25.224, 18.019, 66.782], [40.254, 12.957, 69.740], [39.808, 13.571, 68.594], [38.414, 13.313, 68.098], [38.540, 12.251, 67.024], [37.553, 12.794, 69.293], [36.174, 12.569, 69.213], [37.581, 14.554, 67.470], [37.147, 14.479, 66.111], [41.216, 13.493, 69.707], [40.517, 11.982, 69.547], [39.607, 13.391, 70.453], [36.012, 11.943, 68.439], [35.916, 13.591, 68.854], [35.604, 12.371, 70.144], [38.040, 14.667, 65.390], [36.433, 15.212, 65.782], [36.426, 13.615, 65.789], [36.056, 9.449, 65.891], [37.433, 9.626, 66.138], [38.336, 10.145, 64.997], [38.221, 9.081, 63.935], [37.851, 11.566, 64.299], [38.505, 12.044, 63.159], [39.805, 10.209, 65.513], [40.353, 9.323, 66.363], [35.690, 8.699, 65.047], [35.567, 10.390, 65.725], [35.502, 9.140, 66.789], [39.658, 11.780, 62.946], [38.354, 13.056, 63.274], [37.714, 11.688, 62.345], [41.495, 9.258, 66.043], [40.039, 8.117, 66.382], [40.289, 9.862, 67.272], [34.446, 16.447, 68.869], [35.154, 16.945, 70.019], [36.590, 17.862, 69.867], [36.634, 18.888, 70.879], [37.535, 16.658, 70.455], [37.783, 16.558, 71.815], [37.233, 18.215, 68.481], [37.383, 19.521, 68.142], [35.091, 16.644, 67.801], [33.722, 17.260, 68.421], [33.866, 15.440, 69.045], [37.997, 17.536, 72.312], [38.554, 15.708, 71.943], [36.921, 16.108, 72.377], [36.813, 20.243, 68.686], [37.027, 19.741, 67.214], [38.500, 19.886, 68.327]], "forces_ev_per_a": [[0.5, 1.6, -3.4], [-1.0, -0.5, 0.5], [-0.2, 0.8, 0.0], [-0.3, -1.4, 3.0], [1.0, -0.6, 0.0], [-5.4, -4.4, -3.3], [-0.9, 1.0, 1.8], [1.0, 1.7, -1.3], [-3.6, -6.4, 0.9], [0.5, -2.2, -0.7], [4.3, 4.8, 4.5], [-0.3, 0.7, -0.6], [2.6, -0.9, 0.1], [-0.4, 2.2, -4.9], [2.4, 3.6, 3.3], [-4.1, -1.0, 1.5], [-2.8, -2.6, -2.7], [4.0, 2.1, 4.3], [1.3, 0.2, -0.2], [0.3, 0.0, 1.9], [2.3, 3.4, -0.7], [-0.1, -1.8, -3.0], [-1.4, 0.2, -1.5], [0.3, 1.2, -1.5], [0.2, -1.5, 2.1], [-0.6, 1.1, 5.5], [-0.7, -1.3, -1.5], [1.7, 6.3, 0.5], [-1.2, -1.3, 0.1], [-1.8, -1.0, -0.3], [2.4, -2.0, 0.1], [1.5, -1.3, 1.1], [-1.4, -1.6, 2.7], [-0.2, -3.3, -1.6], [0.4, -0.3, -2.2], [-0.9, 2.8, -1.9], [-0.3, -0.6, -0.6], [1.0, 1.9, -1.1], [-1.6, -0.6, 1.5], [2.2, 0.9, -3.5], [0.4, 0.6, 0.8], [-0.9, -0.3, 0.2], [2.9, 3.6, 0.1], [0.0, 2.7, -1.5], [-3.9, -4.2, -6.1], [-0.3, 1.4, 1.4], [2.6, 0.0, 2.4], [-1.0, 4.4, 0.7], [0.5, 0.0, 0.9], [0.0, -1.2, -3.1], [0.3, -0.5, 1.6], [-0.4, -2.7, 0.3], [-0.2, -1.0, 2.0], [-1.0, -2.5, -2.2], [-1.4, -0.8, 0.3], [1.1, -0.2, -0.4], [-1.4, -1.0, 1.3], [-0.1, 1.5, 1.2], [2.2, 0.5, 1.2], [-2.7, -1.4, -0.8], [-0.5, 0.8, 1.7], [-0.9, -2.0, -5.2], [0.4, 1.3, 0.4], [1.2, -2.4, 3.9], [-0.4, -2.6, -2.8], [-1.5, 2.0, -2.1], [3.8, -4.0, 0.3], [1.6, 1.4, 1.6], [0.1, 0.8, -0.6], [1.0, -0.4, 0.1], [-2.8, 0.2, 0.7], [0.3, 2.5, -0.3], [2.5, 0.7, 0.7], [-2.1, 0.1, 0.8], [0.0, 3.5, -0.2], [0.1, -0.6, 1.8], [-0.7, 1.9, -4.1], [1.6, 1.7, -2.0], [-0.5, -4.6, 3.8], [-0.7, 2.2, 0.3], [0.1, 0.6, -2.5], [0.1, -1.7, 2.0], [-1.3, -2.7, 0.3], [3.5, 3.4, 1.8], [-0.9, -2.0, 3.0], [0.3, -1.4, 1.9], [1.8, 2.0, -0.5], [0.3, -0.9, -0.6], [-0.6, 1.8, -0.2], [0.2, 0.6, -0.6], [-0.5, 0.0, 1.3], [-0.3, -0.1, -3.2], [-2.2, -1.0, -0.8]], "relative_energy_kcal_mol": 91.8, "energy_ev": -105005.800, "charge": -1}